{"formula": "C8H23INO4", "method": "wB97M-V/def2-TZVPD", "species": ["I", "O", "O", "O", "O", "N", "C", "C", "C", "C", "C", "C", "C", "C", "H", "H", "H", "H", "H", "H", "H", "H", "H", "H", "H", "H", "H", "H", "H", "H", "H", "H", "H", "H", "H", "H", "H"], "positions_angstrom": [[0.3432, -0.8646, -1.2570], [0.6354, 2.1204, 0.9937], [1.2975, 2.5109, -2.8637], [1.2478, -1.8495, 2.7986], [-0.9223, -1.3305, -4.5199], [-0.6864, 0.0846, 2.3427], [1.9610, -2.7454, 3.6425], [-0.4828, -2.6507, -4.8190], [-1.5503, 0.9581, 1.5063], [-0.1020, -2.3954, 2.6213], [-0.7639, 2.3208, 1.3563], [-1.1763, -1.3112, 2.2260], [1.3131, 3.3584, 0.8205], [0.1630, 2.4449, -3.7894], [1.2522, 1.6211, -2.5063], [1.3661, -2.8483, 4.5501], [-1.2278, 2.9567, 0.6023], [0.6846, 4.2243, 0.6121], [-2.1179, -1.4497, 2.7573], [2.0483, 3.3044, 0.0176], [0.4644, -2.9004, -4.3411], [-1.5932, 0.4781, 0.5286], [-0.3062, -2.6541, -5.8946], [-0.8328, -1.1210, -3.5873], [1.9579, -3.7878, 3.3239], [-1.2182, -3.4055, -4.5405], [1.8749, 3.6450, 1.7096], [0.5434, 2.8774, -4.7148], [-0.1198, -3.1690, 1.8536], [-0.6586, 3.1216, -3.5545], [2.9274, -2.4336, 4.0387], [-2.5435, 0.7749, 1.9162], [-0.1453, 1.4458, -4.0973], [-1.4389, -1.5348, 1.1920], [-0.8097, 2.8393, 2.3140], [-0.4095, -2.9819, 3.4871], [-0.9746, 0.3469, 3.2745]], "forces_ev_per_a": [[0.210, 0.082, 0.230], [-1.524, 0.098, -0.124], [-1.757, -0.748, -0.665], [-0.955, -1.004, -0.054], [-0.034, 0.027, -0.333], [-0.920, -0.879, -0.277], [-1.247, -0.366, 1.277], [0.117, 0.438, -0.034], [2.505, -0.792, -0.430], [0.259, 0.688, -0.066], [-0.346, -0.501, 0.308], [1.241, -0.207, -0.186], [0.425, 0.278, 0.176], [1.378, 1.278, -1.099], [0.560, -0.021, 0.638], [-0.150, 0.139, 0.531], [-0.135, 0.027, -0.071], [-0.489, -0.210, -0.221], [-0.038, -0.251, 0.431], [-0.214, -0.390, -0.150], [0.121, 0.045, 0.142], [0.084, 0.129, -0.338], [-0.143, -0.227, 0.048], [-0.045, -0.221, 0.135], [0.516, -0.002, -0.820], [-0.115, -0.028, -0.080], [-0.015, -0.252, 0.389], [0.087, 0.021, -0.235], [0.419, 0.088, -0.471], [-0.151, -0.404, 0.729], [0.106, 0.450, -0.994], [-0.555, 1.684, -0.143], [-0.116, -0.130, 0.658], [0.139, 0.345, -0.177], [0.077, 0.174, 0.163], [0.055, 0.483, 0.616], [0.652, 0.158, 0.496]], "mulliken_spin": [0.945, 0.009, 0.002, 0.004, 0.009, 0.000, 0.000, 0.003, 0.030, -0.001, -0.017, 0.004, 0.001, 0.002, -0.001, 0.000, -0.003, 0.001, 0.000, 0.000, 0.000, 0.010, 0.000, 0.002, 0.000, -0.001, 0.000, 0.000, 0.001, 0.000, 0.000, 0.002, 0.000, -0.003, 0.002, 0.000, 0.000], "homo_lumo_gap_ev": [9.75, 5.70], "lumo_ev": [0.58, -3.46], "largest_force_ha_per_bohr": 0.0518, "total_energy_ev": -26444.9322, "spin_multiplicity": 2}



{"formula": "C8H23N2O3Tl", "method": "wB97M-V/def2-TZVPD", "species": ["Tl", "O", "O", "O", "N", "N", "C", "C", "C", "C", "C", "C", "C", "C", "H", "H", "H", "H", "H", "H", "H", "H", "H", "H", "H", "H", "H", "H", "H", "H", "H", "H", "H", "H", "H", "H", "H"], "positions_angstrom": [[0.1938, -0.4011, -0.5008], [1.7024, 0.9563, -1.4264], [-0.8627, -2.1622, -1.1407], [1.0665, 3.3716, 1.2405], [-0.2498, 1.2279, -0.0342], [0.7992, -2.0727, 1.1854], [-1.4839, 2.7892, -1.4439], [-0.1440, 3.5903, 0.5542], [0.8388, -3.2370, 0.2564], [1.2168, 4.1152, 2.4518], [-0.5601, -3.3355, -0.4431], [1.2473, -4.4602, 1.0577], [-1.7173, -2.4570, -2.3658], [-0.2457, 2.5549, -0.6054], [-1.8554, 3.8140, -1.4388], [1.0457, 1.6731, -1.5240], [-2.3550, 2.2662, -1.0493], [1.4495, -5.4150, 0.5724], [0.9499, 5.1291, 2.1539], [-2.6940, -2.8355, -2.0642], [0.5951, 2.6963, -1.2845], [0.3395, -2.2833, 2.0597], [-1.0473, 3.5788, 1.1641], [1.7016, -1.9004, 1.6049], [1.6723, -3.1057, -0.4336], [0.5503, 3.8478, 3.2718], [2.1458, -4.2003, 1.6174], [-0.3966, -4.1838, -1.1077], [-1.2855, 2.4337, -2.4550], [-1.8820, -1.4637, -2.7832], [-0.0495, 4.5414, 0.0301], [0.4786, -4.8365, 1.7328], [2.2620, 4.1194, 2.7612], [-1.2936, -3.6872, 0.2824], [0.2734, 1.4050, 0.8114], [-1.1676, 1.0697, 0.3565], [-1.2383, -3.1431, -3.0643]], "forces_ev_per_a": [[6.339, -11.631, -4.886], [-0.273, -2.229, -0.122], [-1.281, -0.816, -1.392], [-0.507, -1.791, 0.272], [-5.314, 10.413, 6.362], [0.249, 1.009, -0.835], [-0.637, -0.387, -0.058], [1.063, 0.067, -1.220], [-0.553, -0.796, 0.597], [-0.215, 1.376, -0.527], [2.722, -2.246, 1.186], [-0.454, -0.996, 0.578], [-0.211, 1.305, 0.309], [-1.221, 3.548, -0.514], [0.609, 0.168, -0.259], [1.809, -1.783, -0.840], [-0.057, -0.390, 0.090], [0.331, 0.458, -0.965], [0.182, 0.378, 0.457], [0.270, -0.138, 0.427], [-0.471, 1.245, 0.913], [-1.318, -0.231, -0.018], [-0.076, -0.051, 0.307], [0.947, 0.328, -0.639], [-0.321, 0.588, -0.480], [-0.024, -0.530, -0.122], [-0.037, -0.146, 0.117], [-0.363, 0.175, -0.515], [-0.343, 0.242, -0.129], [0.130, -0.238, -0.317], [-0.431, 0.326, 0.094], [-0.234, 0.680, 0.500], [-0.177, -0.330, -0.151], [-0.433, 0.665, 0.031], [1.051, 0.345, 0.978], [-1.139, 1.220, 0.425], [0.387, 0.194, 0.345]], "mulliken_charge": [1.040, -0.863, -0.346, -0.356, -0.205, -0.550, -1.504, -1.108, 0.152, -0.762, -0.488, -1.622, -0.633, 0.321, 0.427, 0.352, 0.388, 0.423, 0.346, 0.330, 0.440, 0.290, 0.435, 0.344, 0.309, 0.327, 0.410, 0.445, 0.362, 0.266, 0.598, 0.432, 0.255, 0.378, 0.441, 0.584, 0.342], "homo_lumo_gap_ev": 7.76, "lumo_ev": -8.53, "largest_force_ha_per_bohr": 0.2746, "total_energy_ev": -22461.3253, "charge": 2, "spin_multiplicity": 1}



{"formula": "C8H23NO4", "method": "wB97M-V/def2-TZVPD", "species": ["O", "O", "O", "O", "N", "C", "C", "C", "C", "C", "C", "C", "C", "H", "H", "H", "H", "H", "H", "H", "H", "H", "H", "H", "H", "H", "H", "H", "H", "H", "H", "H", "H", "H", "H", "H"], "positions_angstrom": [[-7.1780, -15.1739, -13.5392], [-6.1887, -18.0098, -9.1768], [-6.5009, -19.3048, -7.6740], [-3.3238, -17.5265, -12.5653], [-6.4453, -17.9614, -13.8113], [-5.8131, -16.8422, -14.6201], [-3.0130, -16.7438, -11.4218], [-5.8270, -15.4463, -13.8692], [-7.7528, -19.4252, -8.4124], [-4.3406, -18.5385, -12.4942], [-4.7947, -18.1107, -9.0762], [-7.3418, -13.8282, -12.9977], [-5.8811, -18.1690, -12.4828], [-4.2173, -19.2166, -13.3387], [-7.3428, -12.9983, -13.7043], [-6.1459, -17.3318, -11.8370], [-8.5095, -18.7372, -8.0354], [-7.3532, -17.5571, -13.6317], [-3.7150, -15.9146, -11.5092], [-4.3545, -19.1050, -9.1512], [-4.7877, -17.0694, -14.9116], [-6.5938, -13.5090, -12.2719], [-5.0325, -15.2784, -13.1421], [-2.0067, -16.3780, -11.6259], [-6.5540, -18.6512, -8.5631], [-4.4383, -17.3652, -9.7870], [-6.4496, -16.7097, -15.4950], [-6.4640, -18.9519, -11.9976], [-7.7636, -19.2525, -9.4886], [-4.5542, -17.7210, -8.0871], [-2.9298, -17.2495, -10.4598], [-5.6449, -14.7141, -14.6558], [-6.5838, -18.7454, -6.8983], [-4.1869, -19.1245, -11.5881], [-8.3254, -13.8518, -12.5284], [-8.0953, -20.3599, -7.9684]], "forces_ev_per_a": [[0.390, 1.385, 1.603], [1.841, 4.578, -5.995], [-1.131, -5.566, 5.753], [-0.484, -1.077, -0.512], [0.666, 1.142, -1.129], [-0.444, 0.296, 2.027], [0.448, 0.240, -1.446], [-0.383, -0.475, -2.693], [-4.437, -2.653, 3.110], [-1.186, 0.063, 0.894], [-0.871, 1.863, 0.452], [-0.631, -0.846, 0.043], [0.980, 0.700, -0.002], [0.316, 0.229, -0.145], [0.001, -0.399, -0.824], [0.653, 0.468, 0.278], [0.301, 0.500, 0.128], [-0.509, -0.311, -0.099], [0.029, 0.285, 1.167], [-0.091, -0.149, -0.466], [-0.090, -0.158, 0.022], [0.208, -0.673, 0.295], [-0.494, -0.339, 0.736], [-0.014, 0.276, -0.077], [2.799, 3.203, -2.249], [0.154, -0.773, 0.332], [0.173, -0.137, -0.068], [0.384, -0.559, -0.180], [0.774, -0.816, 0.368], [0.715, -0.027, 0.390], [-0.319, -0.072, -0.403], [0.763, 0.144, -0.324], [-0.339, 0.075, 0.084], [0.176, -0.100, 0.102], [0.119, 0.132, 0.110], [-0.466, -0.450, -1.284]], "mulliken_charge": [-0.360, -0.828, -0.564, -0.390, -0.553, -0.859, -0.699, -0.270, -0.691, -0.811, -0.390, -0.794, -0.251, 0.427, 0.300, 0.386, 0.308, 0.341, 0.254, 0.340, 0.346, 0.311, 0.113, 0.249, 0.891, -0.316, 0.470, 0.263, 0.209, 0.324, 0.378, 0.552, 0.359, 0.393, 0.271, 0.291], "homo_lumo_gap_ev": 8.98, "lumo_ev": 0.53, "largest_force_ha_per_bohr": 0.1572, "total_energy_ev": -18341.5723, "spin_multiplicity": 1}